w.
The following is a DFT calculation (wB97M-V/def2-TZVPD) of one molecule with the formula C15H19N.

Element x y z (Å)
C (-1.26, -2.75, -1.71)
C (-0.16, -2.06, -0.85)
H (0.48, 0.53, -2.50)
C (-1.91, -1.37, -1.87)
H (-0.72, 2.90, 0.89)
C (2.20, 1.32, 1.25)
H (-0.16, 2.43, 3.48)
H (-1.98, 0.90, -0.23)
H (-0.25, -0.48, 2.94)
H (1.67, 3.23, 0.42)
C (0.43, 0.37, 2.76)
C (-0.86, -0.71, -1.01)
C (-0.41, 1.69, 2.70)
H (1.81, -1.95, -2.18)
H (2.92, 1.21, 2.10)
H (0.19, -2.44, 0.11)
H (-1.51, 1.40, 2.70)
C (-1.20, 0.23, 0.11)
C (-1.07, -1.09, -3.15)
H (1.32, -0.72, 1.06)
H (2.70, 1.29, 0.28)
C (-0.39, -2.45, -2.97)
H (1.22, 0.39, 3.52)
H (-2.97, -1.11, -1.84)
C (1.44, 2.66, 1.32)
H (-1.48, -0.69, -4.10)
C (-0.02, -0.43, -2.24)
H (-1.58, -0.31, 1.00)
C (-0.02, 2.18, 1.29)
H (1.69, 3.24, 2.23)
C (1.04, 0.29, 1.34)
C (0.71, -1.79, -2.09)
H (-1.78, -3.69, -1.47)
H (-0.17, -3.14, -3.80)
N (0.03, 0.95, 0.51)

The calculation puts the HOMO-LUMO gap at 9.2 eV. Its multiplicity is 1. The highest occupied orbital energy is -8.2462 eV. Its SMILES is C1C[C@H]2CC[C@@H]1N2C[C@]12[C@H]3[C@@H]4C5[C@H]3[C@H]1[C@@H]5[C@@H]42.

=====

x.
The following is a DFT calculation (wB97M-V/def2-TZVPD) of C15H19N as an isolated structure.

Element x y z (Å)
C (-2.66, 0.34, 0.10)
C (-0.43, 1.56, 0.08)
H (2.13, -2.30, -1.21)
C (-2.34, -2.30, 0.53)
H (4.98, -2.51, -0.61)
H (-0.05, 2.50, -0.07)
C (-4.49, -1.30, -0.40)
C (2.82, -1.50, -0.55)
H (1.63, -0.13, -1.43)
H (3.53, 0.48, -1.66)
H (-2.82, 2.56, -1.76)
C (1.52, 0.82, 1.50)
H (5.10, -0.66, -1.10)
C (-3.90, -0.04, 0.01)
H (4.84, -1.31, 0.89)
H (-3.97, -3.29, -0.09)
H (2.45, -1.50, 0.79)
H (1.88, 0.03, 2.11)
H (2.29, 2.05, -0.13)
C (-3.59, -2.42, -0.13)
C (2.59, 0.01, -0.93)
C (-1.74, 1.57, -0.08)
H (3.47, 0.86, 0.82)
C (4.42, -1.48, -0.37)
C (-1.83, -0.87, 0.40)
H (1.50, 1.96, 1.87)
H (-5.50, -1.34, -1.05)
H (-1.93, 3.62, -0.57)
N (-0.56, -0.69, 1.01)
H (-3.13, 3.02, 0.10)
H (-4.66, 0.92, 0.15)
C (-2.42, 2.69, -0.65)
C (0.12, 0.60, 0.98)
C (2.49, 0.98, 0.25)
H (-1.76, -2.94, 1.21)

The calculation puts the HOMO-LUMO gap at 7.7 eV. Its multiplicity is 1. The highest occupied orbital energy is -7.7331 eV.

=====

Most stable of them? w.

=====

w.
The following is a DFT calculation (wB97M-V/def2-TZVPD) of a 2-piece molecular cluster, C3BrCl2F3 overall.

Element x y z (Å)
Br (2.34, -1.48, -0.28)
Cl (-2.87, 0.45, -0.25)
C (-2.22, -1.07, -0.48)
C (1.77, 0.18, 0.36)
C (0.84, 0.91, -0.24)
F (0.22, 0.57, -1.35)
F (2.36, 0.59, 1.48)
F (0.41, 2.08, 0.21)
Cl (-2.85, -2.23, 0.55)

The calculation puts the HOMO-LUMO gap at 8.5 eV. Its multiplicity is 1. The highest occupied orbital energy is -9.4846 eV.

=====

x.
The following is a DFT calculation (wB97M-V/def2-TZVPD) of a 2-piece molecular cluster, C3BrCl2F3 overall.

Element x y z (Å)
C (0.83, 0.76, -0.07)
Cl (-3.61, 0.35, -0.67)
C (-2.25, -0.65, -0.53)
Br (2.42, -1.54, -0.37)
F (2.63, 0.56, 1.34)
F (0.35, 1.83, 0.54)
C (1.88, 0.09, 0.35)
Cl (-2.49, -1.90, 0.63)
F (0.25, 0.50, -1.22)

The calculation puts the HOMO-LUMO gap at 8.3 eV. Its multiplicity is 1. The highest occupied orbital energy is -9.4377 eV.

=====

Most stable of them? w.

=====

w.
The following is a DFT calculation (wB97M-V/def2-TZVPD) of a 2-piece molecular cluster, C2H7IN3 overall.

Element x y z (Å)
N (0.06, -1.01, -0.38)
H (2.16, 1.42, 0.15)
N (-0.99, -1.70, 0.04)
I (-3.87, 0.26, 0.06)
H (1.95, 1.01, -1.54)
N (-0.34, 0.96, 0.53)
H (-1.12, 0.66, 1.09)
H (-1.18, -1.90, 1.01)
C (0.55, 0.10, 0.00)
H (-1.51, -2.14, -0.66)
H (2.76, -0.20, -0.25)
H (-0.37, 1.98, 0.38)
C (1.90, 0.56, -0.43)

The calculation puts the HOMO-LUMO gap (spin up / spin down) at 7.9 / 6.6 eV. Its multiplicity is 1. The highest occupied orbital energy (spin up / spin down) is -13.9357 / -13.4933 eV. As for the charge: +1.

=====

x.
The following is a DFT calculation (wB97M-V/def2-TZVPD) of a 2-piece molecular cluster, C2H7IN3 overall.

Element x y z (Å)
H (2.47, 0.14, 0.11)
C (-0.05, 1.53, 0.09)
N (0.99, -1.34, 0.40)
H (-2.04, 1.61, 0.18)
H (0.76, -2.08, -0.19)
H (-1.14, 2.86, 0.97)
H (0.39, -1.08, 1.13)
H (1.93, -0.66, -1.45)
I (-4.33, -0.15, -0.05)
H (-5.18, 0.93, -0.93)
N (0.79, 1.04, -0.56)
C (1.58, -0.32, -0.35)
N (-1.10, 2.05, 0.49)

The calculation puts the HOMO-LUMO gap at 9.8 eV. Its multiplicity is 1. The highest occupied orbital energy is -13.5975 eV. As for the charge: +1.

=====

Most stable of them? x.